The following is a DFT calculation (ωB97M-V/def2-TZVPD) of 9 unconnected molecules or ions with the total composition C53H107BN3O13 at a distorted geometry.

Geometry as XYZ:
```
177
Properties=species:S:1:pos:R:3:forces:R:3
C 3.1279 -4.5672 0.7002 -0.57 -0.07 0.57
C 1.5991 -5.1483 0.9069 0.68 -1.29 -1.09
O 1.1084 -5.1040 2.2933 0.15 2.36 -1.41
C 0.8142 -3.7316 2.7389 -0.40 0.84 0.85
C -0.7895 -3.3065 2.5472 0.75 -0.44 -2.09
O -1.6948 -4.4095 2.9158 -0.84 2.61 0.37
C -3.0921 -3.9676 3.0417 -0.99 -1.46 0.73
C -3.9964 -4.3798 1.6961 -0.28 1.24 1.28
O -3.0218 -4.5786 0.6132 -2.09 1.86 -1.58
C -3.4647 -3.9975 -0.6615 0.54 -2.84 0.07
N -3.3249 -2.4974 -0.7751 0.46 6.34 -0.83
C -3.3681 -1.3773 0.2402 0.22 0.41 -3.18
N -3.2166 -0.0136 -0.4336 -0.13 -6.37 -1.01
C -3.0601 -0.2162 -1.9368 -0.80 -5.17 2.25
B -2.8555 0.9481 -3.0905 -0.12 1.50 -1.76
O -3.6617 0.9146 -4.3554 3.24 -1.09 1.77
N -1.9050 2.1270 -2.9407 -2.02 -2.49 2.37
C -0.9471 1.9495 -1.7706 1.32 1.08 0.14
C -2.7366 3.4012 -2.7612 0.48 1.00 -0.04
C -3.1441 -1.8535 -2.1389 -0.15 3.49 1.78
C -3.0670 -2.6480 -3.5906 -0.38 -0.34 0.27
C -1.5663 -2.6256 -4.2620 -0.45 -0.27 0.14
C -0.4655 -3.4684 -3.3803 0.11 0.18 -1.13
C 1.0550 -3.1240 -3.8867 0.74 -1.26 0.98
C 2.1240 -3.2452 -2.6068 0.20 0.39 -0.58
C 3.5961 -2.6756 -3.1168 -0.25 0.09 0.04
C 3.9231 -1.1444 -2.5535 1.07 -1.15 -0.07
C 4.9600 -1.2842 -1.2490 -1.12 -0.15 -0.58
O 6.3401 -1.1668 -1.7491 -1.25 1.08 2.16
C 7.2261 -0.4883 -0.7900 1.21 0.04 0.52
H 3.6901 -4.5907 1.7445 -1.18 0.06 -2.26
H 3.0789 -3.4676 0.2896 0.36 -2.21 0.77
H 3.6779 -5.2902 -0.0413 -0.97 1.65 1.34
H 0.8655 -4.6652 0.1156 1.27 -0.70 1.77
H 1.6541 -6.3042 0.6136 -0.33 2.51 0.92
H 1.1529 -3.6467 3.8699 -0.92 -0.37 -2.30
H 1.4249 -2.8962 2.1625 -1.14 -1.82 0.95
H -0.9161 -3.1630 1.3687 0.22 -0.16 2.24
H -1.0516 -2.2711 3.0245 0.55 -2.03 -0.37
H -3.2291 -2.8420 3.3473 0.53 -2.03 -0.69
H -3.5718 -4.6116 3.9251 1.18 1.54 -1.78
H -4.6976 -5.3061 1.8979 1.78 1.60 -0.61
H -4.7314 -3.4619 1.5029 1.47 -1.92 0.08
H -4.5455 -4.3761 -0.9026 1.77 1.27 0.50
H -2.7587 -4.4689 -1.5010 -1.40 1.29 2.02
H -3.5151 -1.5743 1.3998 0.43 0.62 -2.88
H -3.2522 0.8694 0.1375 0.10 -1.37 -1.06
H -2.9697 0.8033 -5.0874 -1.52 0.67 1.29
H -1.4781 1.9991 -0.7114 1.08 -0.18 -2.07
H -0.2012 2.8752 -1.8110 -1.52 -1.99 0.22
H -0.2779 0.9829 -1.8723 -1.60 1.87 0.19
H -2.2134 4.2210 -3.4120 -1.37 -1.39 1.40
H -3.8592 3.2485 -3.0819 2.40 0.43 0.54
H -2.6670 3.7283 -1.6158 -0.36 -0.63 -2.45
H -3.8614 -2.1563 -4.3159 1.70 -0.76 1.67
H -3.4109 -3.7863 -3.4816 0.75 2.58 0.06
H -1.2726 -1.5018 -4.4412 -0.35 -2.19 0.44
H -1.6631 -3.1570 -5.3136 0.18 1.22 2.10
H -0.5435 -3.2502 -2.2334 -0.04 -0.36 -2.06
H -0.6631 -4.6170 -3.6165 0.41 2.39 0.83
H 1.3849 -3.9889 -4.6312 -0.78 2.16 1.38
H 1.1855 -2.0677 -4.3808 -0.46 -2.00 0.98
H 1.7685 -2.5720 -1.7016 0.57 -1.36 -1.76
H 2.2083 -4.3692 -2.2163 -0.30 2.43 -0.99
H 4.4414 -3.4128 -2.7264 -1.67 1.68 -1.00
H 3.6101 -2.6431 -4.3091 -0.01 -0.28 2.61
H 2.9532 -0.5322 -2.2892 1.87 -1.34 -0.46
H 4.5203 -0.5868 -3.3964 -1.17 -0.90 1.78
H 4.6371 -0.4453 -0.4944 1.08 -1.50 -1.25
H 4.8569 -2.3539 -0.7336 -0.01 2.29 -1.01
H 6.6839 -0.0816 0.1725 0.79 -0.78 -2.04
H 8.0550 -1.2537 -0.4015 -1.74 1.67 -0.98
H 7.7480 0.4003 -1.3580 -0.92 -1.81 1.20
C -4.1317 -2.8409 8.2704 0.05 0.38 0.54
C -5.2883 -3.1826 7.3670 -0.40 -0.54 -0.14
C -4.9978 -2.3364 6.1466 0.04 0.35 -0.19
O -3.5720 -2.2083 6.0588 -0.27 -0.04 -0.03
C -2.9956 -2.6818 7.2839 0.48 -0.17 0.00
H -3.9312 -3.5976 9.0330 0.02 0.15 -0.10
H -4.3245 -1.8869 8.7755 0.14 -0.18 0.02
H -5.2503 -4.2458 7.1020 -0.08 0.09 0.00
H -6.2668 -2.9746 7.8073 0.11 -0.02 -0.09
H -5.4179 -1.3304 6.2513 -0.12 -0.03 -0.02
H -5.3848 -2.7820 5.2257 0.08 0.05 -0.04
H -2.5132 -3.6432 7.0762 0.05 0.00 0.07
H -2.2345 -1.9771 7.6300 -0.09 -0.03 -0.11
C 2.4316 -8.3267 -5.6643 -0.19 -0.41 -0.50
C 3.5890 -7.4368 -5.2913 0.55 -0.02 0.35
C 2.9510 -6.0649 -5.3044 0.02 0.40 -0.17
O 1.5754 -6.2422 -4.9390 0.12 -0.22 -0.04
C 1.2716 -7.6435 -4.9738 -0.34 -0.02 0.31
H 2.5593 -9.3670 -5.3545 -0.05 0.13 -0.04
H 2.2837 -8.3075 -6.7507 -0.01 -0.06 0.13
H 3.9321 -7.6797 -4.2787 0.02 0.05 -0.12
H 4.4421 -7.5171 -5.9698 -0.11 0.05 0.10
H 2.9763 -5.6242 -6.3067 0.11 0.03 0.01
H 3.4310 -5.3726 -4.6067 -0.13 0.01 -0.03
H 1.1672 -7.9883 -3.9392 -0.04 -0.09 -0.03
H 0.3219 -7.8022 -5.4920 0.05 0.13 0.07
C -6.4656 3.3574 -1.6851 0.45 -0.36 0.01
C -7.8922 3.5051 -1.2228 -0.61 -0.21 -0.17
C -7.8498 4.8229 -0.4803 0.00 0.38 0.31
O -6.8400 5.6232 -1.1104 -0.06 -0.45 -0.04
C -6.0846 4.7877 -1.9984 0.08 0.44 -0.17
H -6.3480 2.6877 -2.5408 0.00 0.06 0.04
H -5.8468 2.9770 -0.8637 0.01 -0.01 -0.03
H -8.5568 3.5867 -2.0910 0.05 -0.04 0.12
H -8.2414 2.6765 -0.6015 0.00 0.12 -0.05
H -7.5589 4.6806 0.5658 -0.10 -0.04 0.04
H -8.8077 5.3504 -0.5075 0.16 0.03 0.01
H -6.3600 5.0558 -3.0242 0.14 -0.11 0.00
H -5.0161 4.9769 -1.8631 -0.17 0.15 -0.05
C 8.4257 1.0019 -5.2694 -0.62 0.36 -0.02
C 9.8903 1.3332 -5.3956 0.45 -0.02 -0.46
C 10.3812 1.1447 -3.9768 0.15 0.05 0.40
O 9.5603 0.1289 -3.3839 -0.04 0.21 -0.24
C 8.4403 -0.1130 -4.2466 -0.11 -0.40 0.11
H 7.9585 0.7086 -6.2130 0.05 -0.01 0.10
H 7.8824 1.8672 -4.8715 0.05 -0.10 -0.07
H 10.3783 0.6094 -6.0590 0.01 0.11 0.06
H 10.0825 2.3366 -5.7838 0.00 -0.10 0.07
H 10.2573 2.0601 -3.3884 0.07 0.08 -0.05
H 11.4312 0.8414 -3.9333 -0.12 -0.04 0.10
H 8.5910 -1.0873 -4.7242 -0.09 -0.03 -0.01
H 7.5212 -0.1525 -3.6555 0.16 -0.08 0.01
C -1.9558 1.3556 10.9458 -0.19 0.55 -0.16
C -1.8447 0.5611 12.2214 0.39 -0.10 0.46
C -2.6516 -0.6766 11.8951 -0.31 -0.33 0.05
O -2.5259 -0.8950 10.4831 0.08 0.20 0.17
C -1.9313 0.2692 9.8930 0.08 -0.22 -0.36
H -1.1594 2.0928 10.8164 -0.18 -0.11 -0.04
H -2.9179 1.8810 10.9184 0.16 0.00 -0.07
H -0.7976 0.2886 12.3985 -0.12 0.02 0.05
H -2.2140 1.0909 13.1032 0.03 -0.10 -0.09
H -3.7138 -0.5287 12.1170 0.01 -0.01 0.11
H -2.3017 -1.5601 12.4368 -0.07 0.01 -0.14
H -0.9041 0.0132 9.6113 0.05 0.09 -0.06
H -2.4819 0.5471 8.9900 0.05 -0.10 0.11
C -3.5338 7.0521 -6.1185 -0.02 -0.21 -0.64
C -4.2085 8.0504 -5.2135 0.07 0.60 0.20
C -4.8287 7.1563 -4.1621 -0.37 -0.07 0.26
O -3.9824 6.0044 -4.0435 0.11 0.14 -0.27
C -3.0518 6.0083 -5.1349 0.22 -0.17 0.22
H -2.7255 7.4784 -6.7179 -0.09 -0.09 0.07
H -4.2711 6.6113 -6.8000 0.13 0.03 0.04
H -3.4559 8.7016 -4.7535 -0.12 -0.03 -0.05
H -4.9411 8.6813 -5.7232 0.08 -0.09 0.10
H -5.8217 6.8112 -4.4692 -0.04 0.11 0.02
H -4.9162 7.6504 -3.1901 0.00 -0.17 -0.05
H -2.0664 6.2677 -4.7326 0.08 -0.01 -0.10
H -2.9967 5.0093 -5.5762 -0.04 0.02 0.11
C 7.9442 6.4102 -3.4268 -0.24 0.57 -0.21
C 8.0553 5.6157 -2.1512 0.42 -0.08 0.50
C 7.2484 4.3780 -2.4776 -0.31 -0.31 -0.02
O 7.3741 4.1596 -3.8895 0.07 0.27 0.20
C 7.9687 5.3238 -4.4796 0.17 -0.25 -0.35
H 8.7406 7.1474 -3.5563 -0.10 -0.10 -0.02
H 6.9821 6.9356 -3.4542 0.13 -0.01 -0.03
H 9.1024 5.3432 -1.9742 -0.12 0.03 0.04
H 7.6860 6.1455 -1.2694 0.04 -0.09 -0.09
H 6.1862 4.5259 -2.2556 0.00 -0.01 0.11
H 7.5983 3.4945 -1.9358 -0.05 0.00 -0.14
H 8.9959 5.0678 -4.7613 0.01 0.09 -0.06
H 7.4181 5.6017 -5.3826 0.02 -0.14 0.07
C -2.7862 4.4195 6.6303 -0.28 0.60 0.01
C -1.4931 3.7751 6.2020 0.26 -0.27 -0.52
C -0.9265 3.2949 7.5204 0.26 -0.02 0.39
O -2.0434 2.9941 8.3684 -0.02 0.26 -0.42
C -3.2323 3.5150 7.7582 -0.21 -0.31 0.26
H -3.5250 4.4975 5.8288 0.05 0.00 0.12
H -2.5891 5.4273 7.0150 -0.08 -0.11 -0.06
H -1.7036 2.9180 5.5515 0.06 0.07 0.04
H -0.8198 4.4515 5.6693 -0.05 -0.09 0.08
H -0.3375 4.0784 8.0088 0.08 -0.02 -0.08
H -0.2995 2.4057 7.4081 -0.09 0.03 0.12
H -3.8128 2.6665 7.3800 -0.10 0.04 -0.02
H -3.8309 4.0414 8.5068 0.11 -0.12 0.01
```
Forces are in eV/Å.

## Properties
* molar mass: 1005.26 g mol⁻¹
* relative energy (zero: lowest compared OMol25 entry of this formula, charge and spin): 1101.1 kJ/mol
* frontier orbital gap: 6.702 eV
* total charge: +1
* LUMO energy: -3.61 eV
* calculated total energy: -3250.054833 hartree

=====

The following is a DFT calculation (ωB97M-V/def2-TZVPD) of a molecular structure, C15H14N2O4S3Tc at a distorted geometry.

Geometry as XYZ:
```
39
Properties=species:S:1:pos:R:3:forces:R:3
Tc -0.1748 0.1456 0.4174 0.09 -0.79 -1.53
O 0.6805 1.9140 0.3396 -0.34 -0.29 0.84
N 0.0117 2.9834 -0.1773 0.21 -0.08 -0.15
C 0.5585 4.1987 0.0140 0.06 -0.02 0.03
C -0.0703 5.2992 -0.5024 0.00 0.10 -0.01
C -1.2625 5.1375 -1.2081 -0.06 -0.03 -0.03
C -1.7925 3.8730 -1.3834 -0.04 0.14 -0.06
C -1.1275 2.7772 -0.8561 0.01 -0.17 -0.03
S -1.6736 1.1290 -0.9944 0.30 -0.18 0.37
H 1.4759 4.2198 0.5829 -0.01 -0.05 0.00
H 0.3690 6.2746 -0.3466 -0.03 -0.03 -0.01
H -1.7746 6.0001 -1.6142 0.01 -0.03 0.01
H -2.7184 3.7068 -1.9164 0.02 0.04 -0.02
S 1.2563 -1.1123 -0.9076 -0.47 0.58 0.22
C 2.4713 -1.5889 0.2695 -0.08 -0.10 0.01
N 3.3243 -0.7573 0.7847 0.18 0.09 0.14
C 4.2959 -1.2996 1.7519 -0.08 -0.10 -0.08
C 4.1694 -2.8336 1.6836 -0.02 0.07 -0.02
S 2.6637 -3.2101 0.7172 -0.06 -0.05 -0.03
H 3.2900 0.2290 0.5611 0.02 0.01 0.00
H 4.0644 -0.9146 2.7425 -0.08 0.03 0.03
H 5.2939 -0.9711 1.4766 0.05 0.02 -0.03
H 4.0524 -3.2765 2.6671 0.03 -0.01 0.05
H 5.0101 -3.3022 1.1815 0.04 0.01 -0.03
O -3.2780 -2.8040 2.2875 0.31 0.04 0.17
C -2.3471 -2.9637 3.2374 -0.32 0.06 -0.44
C -2.7207 -3.7075 4.3496 -0.10 -0.22 0.26
C -1.8162 -3.9475 5.3564 -0.11 -0.05 0.04
C -0.4992 -3.4515 5.3061 -0.02 -0.14 0.19
C -0.1280 -2.6914 4.2458 0.05 0.16 -0.17
C -1.0427 -2.4233 3.1906 0.16 -0.05 0.08
C -0.6305 -1.5621 2.1598 0.38 0.28 -0.19
O 0.4759 -0.8983 2.1466 -0.25 0.19 -0.07
O -1.3690 -1.2982 1.0880 0.27 0.60 0.40
H -2.9374 -2.3005 1.5317 -0.03 -0.04 0.11
H -3.7315 -4.0910 4.3855 0.03 -0.02 0.03
H -2.1287 -4.5331 6.2121 0.01 0.00 -0.03
H 0.1995 -3.6666 6.1035 -0.08 0.01 -0.01
H 0.8665 -2.2700 4.1883 -0.03 0.03 -0.03
```
Forces are in eV/Å.

## Properties
* molar mass: 480.49 g mol⁻¹
* relative energy (zero: lowest compared OMol25 entry of this formula, charge and spin): 44.6 kJ/mol
* frontier orbital gap (alpha / beta): 5.594 / 5.609 eV
* 2S+1: 2
* total charge: +2
* LUMO energy (alpha / beta): -8.63 / -8.62 eV
* calculated total energy: -2265.273948 hartree

=====

The following is a DFT calculation (ωB97M-V/def2-TZVPD) of 2 unconnected molecules or ions with the total composition C3H6Cl2OS at a distorted geometry.

Geometry as XYZ:
```
13
Properties=species:S:1:pos:R:3:forces:R:3
C 2.0650 0.2063 0.2935 1.96 2.00 -0.09
C 0.6032 0.3470 0.1718 -1.63 0.82 0.25
C -2.5125 -0.2348 -0.3806 -2.36 -0.32 1.72
O 0.1640 -1.9050 -1.0361 0.36 -3.36 0.34
S -0.2010 -0.5471 -1.3620 2.39 3.89 0.44
Cl -2.3435 -0.8078 1.2863 -0.40 0.13 -1.18
Cl -2.7229 1.4687 -0.4987 0.10 -0.59 -0.27
H 2.6151 0.7730 -0.5102 -0.35 -1.37 0.21
H 2.2848 0.9210 1.0915 0.14 -0.15 0.50
H 2.5101 -0.7007 0.6560 0.04 -0.73 -0.63
H 0.5136 1.4841 0.2564 -1.01 -1.52 -0.72
H 0.1291 -0.1092 1.0877 0.17 0.46 -1.22
H -3.1049 -0.8955 -1.0556 0.59 0.73 0.66
```
Forces are in eV/Å.

## Properties
* molar mass: 161.05 g mol⁻¹
* relative energy (zero: lowest compared OMol25 entry of this formula, charge and spin): 0.0 kJ/mol
* frontier orbital gap (alpha / beta): 7.855 / 7.715 eV
* 2S+1: 3
* total charge: 0
* LUMO energy (alpha / beta): 0.68 / -1.91 eV
* calculated total energy: -1511.551008 hartree

=====

- The lowest calculated total energy belongs to which entry?
  C53H107BN3O13

=====

- Among the records above, which one has the highest molar mass?
  C53H107BN3O13

=====

- Which of these has the highest relative energy (zero: lowest compared OMol25 entry of this formula, charge and spin)?
  C53H107BN3O13